(1)
C27H47Cl5N2O4S2SiV | wB97M-V/def2-TZVPD

Positions of all 89 atoms, in Å:
V -0.768 0.642 -0.042
C -0.809 -2.339 -0.906
C -2.095 -1.972 -0.090
N -1.760 -1.076 1.020
C -1.598 -1.665 2.344
C -0.725 -2.921 2.418
S 1.090 -2.743 2.418
C 1.562 -3.331 0.764
C 1.598 -2.249 -0.307
N 0.328 -1.566 -0.423
H -0.982 -2.126 -1.965
H -0.600 -3.407 -0.814
H -2.607 -2.875 0.262
H -2.776 -1.432 -0.745
H -2.445 -0.329 1.091
H -2.577 -1.965 2.741
H -1.199 -0.898 3.011
H -0.981 -3.623 1.622
H -0.952 -3.405 3.368
H 0.882 -4.142 0.502
H 2.557 -3.765 0.877
H 1.934 -2.688 -1.258
H 2.342 -1.503 -0.016
H 0.496 -0.808 -1.094
Cl -3.886 2.457 1.187
C -2.320 2.576 2.021
C -1.241 1.858 1.496
C -0.128 1.841 2.334
Cl 1.223 0.863 1.733
C -0.062 2.463 3.577
Cl 1.321 2.208 4.612
C -1.141 3.241 3.971
Cl -1.088 4.067 5.525
C -2.286 3.316 3.196
Cl -3.059 5.405 2.999
C -3.363 -0.769 -5.768
C -2.630 -1.888 -5.024
C -3.519 -2.414 -3.902
C -2.302 -3.018 -6.003
O -1.440 -1.447 -4.390
Si -0.169 -0.461 -4.827
S 1.141 -0.309 -3.287
O 0.453 -1.059 -6.276
C 1.541 -1.926 -6.563
C 1.535 -3.152 -5.647
C 1.355 -2.360 -8.015
C 2.861 -1.172 -6.420
O -0.941 0.916 -5.337
C -0.481 2.158 -5.859
C -0.239 2.006 -7.361
C 0.791 2.637 -5.162
C -1.608 3.150 -5.602
H -4.335 -1.138 -6.109
H -2.783 -0.431 -6.630
H -3.511 0.088 -5.108
H -4.445 -2.833 -4.308
H -3.763 -1.601 -3.214
H -2.989 -3.190 -3.343
H -3.209 -3.363 -6.511
H -1.856 -3.860 -5.466
H -1.588 -2.659 -6.747
H 0.555 -3.635 -5.677
H 1.730 -2.839 -4.618
H 2.300 -3.868 -5.964
H 0.382 -2.843 -8.142
H 2.141 -3.062 -8.310
H 1.395 -1.487 -8.671
H 2.983 -0.843 -5.387
H 2.857 -0.291 -7.070
H 3.697 -1.821 -6.702
H 0.476 1.199 -7.532
H 0.150 2.936 -7.786
H -1.175 1.747 -7.866
H 1.628 1.968 -5.382
H 0.648 2.626 -4.080
H 1.039 3.649 -5.496
H -2.537 2.778 -6.041
H -1.372 4.125 -6.040
H -1.755 3.267 -4.526
C -0.868 3.570 -1.214
O -0.644 2.202 -1.565
C -1.780 1.303 -1.366
C -2.870 1.457 -2.377
H -1.929 3.815 -1.252
H -0.322 4.192 -1.927
H -0.512 3.776 -0.206
H -3.180 2.504 -2.517
H -3.749 0.891 -2.057
H -2.538 1.080 -3.354

## Properties
Gap between HOMO and LUMO (alpha / beta), eV: 4.880 / 5.242
E_HOMO (alpha / beta), eV: -0.94 / -1.31
Energy above the lowest of the compared OMol25 structures with the same formula, charge and spin, kcal per mole: 0.0
Multiplicity: 4
Charge: -2
Largest force on an atom, eV/A: 1.59

***

(2)
C44H52CoN12O3S | wB97M-V/def2-TZVPD

Positions of all 113 atoms, in Å:
Co 2.204 -0.766 -0.208
C -1.270 -2.034 5.202
C -0.203 -1.476 4.306
C 0.122 -0.140 4.347
C 1.117 0.421 3.510
C 1.607 1.723 3.524
N 1.132 2.834 4.118
C -0.256 3.068 4.445
C -1.185 2.728 3.271
C -0.881 3.515 1.996
N 0.117 2.914 1.135
C 0.662 3.654 0.157
C 1.605 3.300 -0.800
C 2.117 4.343 -1.618
C 3.196 4.180 -2.454
C 3.692 5.301 -3.313
C 3.868 2.964 -2.414
C 3.385 1.880 -1.673
C 4.183 0.704 -1.626
N 3.962 -0.360 -0.939
C 4.982 -1.381 -0.957
C 4.358 -2.749 -1.222
C 3.749 -3.293 0.061
N 2.796 -2.350 0.614
C 2.229 -2.687 1.723
C 1.431 -1.828 2.543
C 0.485 -2.320 3.431
C 1.723 -0.427 2.496
O 2.502 0.068 1.634
C 2.138 1.959 -0.973
O 1.494 0.932 -0.579
H -1.819 -1.234 5.695
H -1.972 -2.640 4.631
H -0.835 -2.678 5.966
H -0.380 0.489 5.064
H 2.525 1.868 2.967
H 1.690 3.665 3.996
H -0.541 2.473 5.318
H -0.367 4.119 4.720
H -1.122 1.664 3.051
H -2.206 2.945 3.583
H -1.811 3.626 1.421
H -0.545 4.525 2.265
H 0.283 1.914 1.163
H 0.361 4.695 0.171
H 1.659 5.318 -1.546
H 2.964 6.107 -3.347
H 4.625 5.698 -2.914
H 3.884 4.956 -4.328
H 4.792 2.844 -2.960
H 5.109 0.761 -2.209
H 5.737 -1.153 -1.723
H 5.473 -1.396 0.025
H 3.574 -2.631 -1.973
H 5.110 -3.447 -1.589
H 3.268 -4.258 -0.143
H 4.543 -3.472 0.799
H 2.418 -3.684 2.133
H 0.248 -3.374 3.405
C -1.136 -0.600 -1.932
C -0.642 -1.936 -1.533
N 0.412 -2.184 -0.789
C 0.469 -3.547 -0.670
C -0.547 -4.120 -1.360
N -1.257 -3.088 -1.911
C -2.484 -3.271 -2.634
N -3.406 -4.045 -1.851
N -4.063 -5.096 -2.381
N -4.817 -5.628 -1.523
C -4.699 -4.956 -0.342
C -5.307 -5.139 0.899
C -4.942 -4.279 1.907
C -3.988 -3.272 1.710
C -3.378 -3.065 0.493
C -3.761 -3.912 -0.538
H -0.493 0.116 -1.430
H -2.170 -0.456 -1.617
H -1.078 -0.479 -3.014
H 1.203 -4.061 -0.091
H -0.816 -5.146 -1.509
H -2.315 -3.838 -3.561
H -2.914 -2.292 -2.879
H -6.021 -5.931 1.045
H -5.390 -4.381 2.884
H -3.707 -2.649 2.546
H -2.626 -2.304 0.364
O 1.950 -0.762 -2.959
N 2.044 0.222 -3.752
C 3.021 0.261 -4.687
C 3.168 1.329 -5.544
C 2.294 2.404 -5.477
C 1.272 2.341 -4.543
C 1.172 1.256 -3.705
H 3.678 -0.596 -4.704
H 3.964 1.320 -6.271
H 2.407 3.261 -6.119
H 0.547 3.134 -4.460
H 0.416 1.198 -2.944
S -1.333 -0.238 1.371
C -2.718 0.620 1.035
N -2.726 1.561 0.072
C -3.917 2.268 -0.342
C -4.856 2.414 0.852
C -5.109 1.033 1.445
N -3.833 0.430 1.763
H -1.878 1.660 -0.464
H -4.428 1.717 -1.147
H -3.627 3.246 -0.732
H -5.796 2.864 0.537
H -4.399 3.056 1.608
H -5.659 0.408 0.730
H -5.705 1.111 2.357
H -3.801 -0.336 2.416

## Properties
Gap between HOMO and LUMO (alpha / beta), eV: 3.676 / 5.676
E_HOMO (alpha / beta), eV: -6.98 / -8.98
Energy above the lowest of the compared OMol25 structures with the same formula, charge and spin, kcal per mole: 13.7
Multiplicity: 3
Charge: +1
Largest force on an atom, eV/A: 2.60

***

(3)
C42H29Cl5N4O4PTi | wB97M-V/def2-TZVPD

Positions of all 86 atoms, in Å:
Ti -0.775 0.183 1.211
Cl -2.722 0.795 -2.295
C -2.907 -0.877 -2.704
C -3.011 -1.198 -4.053
C -3.191 -2.515 -4.428
C -3.272 -3.507 -3.458
C -3.154 -3.173 -2.119
C -2.960 -1.851 -1.708
P -2.752 -1.407 0.068
C -2.688 -3.058 0.828
C -1.473 -3.738 0.745
C -1.368 -5.036 1.222
C -2.464 -5.649 1.818
C -3.659 -4.958 1.947
C -3.773 -3.666 1.448
C -4.422 -0.794 0.470
C -4.556 0.000 1.608
C -5.799 0.506 1.962
C -6.915 0.232 1.186
C -6.786 -0.555 0.049
C -5.546 -1.067 -0.304
H -2.946 -0.401 -4.782
H -3.267 -2.765 -5.479
H -3.424 -4.541 -3.738
H -3.216 -3.954 -1.376
H -0.604 -3.252 0.316
H -0.423 -5.561 1.144
H -2.383 -6.661 2.197
H -4.510 -5.423 2.430
H -4.714 -3.137 1.536
H -3.687 0.227 2.209
H -5.884 1.129 2.844
H -7.881 0.639 1.460
H -7.648 -0.769 -0.570
H -5.462 -1.675 -1.198
Cl 1.553 4.389 -3.535
C 0.556 3.667 -2.313
C -0.472 4.387 -1.732
Cl -0.780 6.023 -2.221
C -1.262 3.801 -0.733
Cl -2.551 4.677 0.024
C -1.033 2.496 -0.307
O -1.727 1.895 0.625
C 0.015 1.745 -0.928
O 0.189 0.512 -0.506
C 0.798 2.346 -1.904
Cl 2.075 1.412 -2.608
N 2.637 2.407 2.561
C 1.723 3.210 3.213
C 0.511 2.643 2.982
N 0.676 1.518 2.208
C 1.958 1.414 1.955
H 3.628 2.541 2.504
H 2.012 4.082 3.773
H -0.464 2.957 3.316
H 2.411 0.649 1.341
O 2.695 -2.002 2.115
C 1.636 -1.686 2.641
N 1.563 -1.400 4.032
C 0.177 -1.194 4.443
C -0.464 -1.146 3.072
O -1.698 -0.817 2.798
N 0.411 -1.519 2.065
C -0.331 -2.400 5.259
C -0.361 -2.387 6.647
C -0.734 -3.523 7.358
C -1.083 -4.683 6.687
C -1.059 -4.702 5.298
C -0.688 -3.572 4.590
C -0.019 0.096 5.235
C -1.311 0.536 5.521
C -1.516 1.703 6.239
C -0.434 2.440 6.708
C 0.852 2.001 6.435
C 1.058 0.844 5.693
H 2.178 -1.939 4.618
H -0.100 -1.483 7.185
H -0.753 -3.494 8.441
H -1.376 -5.568 7.240
H -1.339 -5.599 4.760
H -0.679 -3.585 3.507
H -2.156 -0.037 5.161
H -2.526 2.041 6.440
H -0.596 3.348 7.277
H 1.708 2.567 6.786
H 2.061 0.522 5.448

## Properties
Gap between HOMO and LUMO (alpha / beta), eV: 4.847 / 6.630
E_HOMO (alpha / beta), eV: -2.46 / -4.25
Energy above the lowest of the compared OMol25 structures with the same formula, charge and spin, kcal per mole: 7.7
Multiplicity: 3
Charge: -1
Largest force on an atom, eV/A: 1.70

***

(4)
C12H13EuO4P | wB97M-V/def2-TZVPD

Positions of all 31 atoms, in Å:
Eu 0.222 -0.454 -2.348
C 0.246 1.453 -3.187
O 0.248 2.555 -3.569
C 0.232 -1.123 -4.554
O 0.228 -1.394 -5.640
C -1.852 -0.523 -2.567
O -2.984 -0.461 -2.595
C 2.322 -0.537 -2.592
O 3.456 -0.493 -2.590
H 0.225 -2.232 -1.553
H 0.220 -2.458 -2.437
C 1.995 1.002 1.237
P 0.866 0.104 0.175
C 1.663 -1.543 0.510
C -0.605 0.430 1.223
C -1.273 -0.648 1.843
C -2.269 -0.361 2.806
C -2.586 0.959 3.129
C -1.930 2.034 2.496
C -0.938 1.766 1.522
H 1.801 2.079 1.145
H 3.027 0.790 0.906
H 1.867 0.686 2.265
H 1.924 -1.588 1.578
H 0.994 -2.391 0.274
H 2.575 -1.617 -0.088
H -1.000 -1.659 1.617
H -2.757 -1.180 3.294
H -3.335 1.165 3.885
H -2.164 3.043 2.754
H -0.417 2.595 1.065

## Properties
Gap between HOMO and LUMO (alpha / beta), eV: 5.426 / 5.633
E_HOMO (alpha / beta), eV: -15.40 / -15.40
Multiplicity: 8
Charge: +2
Largest force on an atom, eV/A: 12.54

***

(5)
CH3NOP2S | wB97M-V/def2-TZVPD

Positions of all 9 atoms, in Å:
C -0.530 -1.229 0.850
N 0.270 -0.545 1.716
O -0.347 1.079 -0.088
P -1.079 -0.333 -0.569
P 0.583 0.952 1.273
S 1.350 2.647 1.905
H -0.712 -2.323 0.819
H 0.349 -0.389 -3.272
H 0.116 0.141 -2.635

## Properties
Gap between HOMO and LUMO, eV: 7.579
E_HOMO, eV: -8.53
Energy above the lowest of the compared OMol25 structures with the same formula, charge and spin, kcal per mole: 44.2
Charge: 0
Largest force on an atom, eV/A: 3.27

***

(6)
C4H13NO2 | wB97M-V/def2-TZVPD

Positions of all 20 atoms, in Å:
C 1.525 0.529 0.371
N 0.067 0.729 0.125
C -0.377 -0.057 -1.038
C 0.333 0.267 -2.389
C -0.514 -1.550 -0.854
O -1.096 -1.922 0.383
H 1.607 0.552 1.451
H 1.932 -0.411 -0.062
H 2.239 1.239 -0.089
H -0.034 1.680 -0.221
H -1.374 0.341 -1.315
H -0.290 1.006 -2.918
H 1.335 0.647 -2.168
H 0.435 -0.639 -2.989
H 0.512 -1.965 -0.901
H -1.080 -2.052 -1.649
H -0.615 -1.495 1.085
O -1.380 0.860 4.697
H -1.979 0.467 4.053
H -1.246 1.774 4.428

## Properties
Gap between HOMO and LUMO, eV: 10.283
E_HOMO, eV: -9.52
Energy above the lowest of the compared OMol25 structures with the same formula, charge and spin, kcal per mole: 31.7
Structure (SMILES): CN[C@@H](C)CO.O
Charge: 0
Largest force on an atom, eV/A: 2.94

***

Repeat the third record exactly.
C42H29Cl5N4O4PTi | wB97M-V/def2-TZVPD

Positions of all 86 atoms, in Å:
Ti -0.775 0.183 1.211
Cl -2.722 0.795 -2.295
C -2.907 -0.877 -2.704
C -3.011 -1.198 -4.053
C -3.191 -2.515 -4.428
C -3.272 -3.507 -3.458
C -3.154 -3.173 -2.119
C -2.960 -1.851 -1.708
P -2.752 -1.407 0.068
C -2.688 -3.058 0.828
C -1.473 -3.738 0.745
C -1.368 -5.036 1.222
C -2.464 -5.649 1.818
C -3.659 -4.958 1.947
C -3.773 -3.666 1.448
C -4.422 -0.794 0.470
C -4.556 0.000 1.608
C -5.799 0.506 1.962
C -6.915 0.232 1.186
C -6.786 -0.555 0.049
C -5.546 -1.067 -0.304
H -2.946 -0.401 -4.782
H -3.267 -2.765 -5.479
H -3.424 -4.541 -3.738
H -3.216 -3.954 -1.376
H -0.604 -3.252 0.316
H -0.423 -5.561 1.144
H -2.383 -6.661 2.197
H -4.510 -5.423 2.430
H -4.714 -3.137 1.536
H -3.687 0.227 2.209
H -5.884 1.129 2.844
H -7.881 0.639 1.460
H -7.648 -0.769 -0.570
H -5.462 -1.675 -1.198
Cl 1.553 4.389 -3.535
C 0.556 3.667 -2.313
C -0.472 4.387 -1.732
Cl -0.780 6.023 -2.221
C -1.262 3.801 -0.733
Cl -2.551 4.677 0.024
C -1.033 2.496 -0.307
O -1.727 1.895 0.625
C 0.015 1.745 -0.928
O 0.189 0.512 -0.506
C 0.798 2.346 -1.904
Cl 2.075 1.412 -2.608
N 2.637 2.407 2.561
C 1.723 3.210 3.213
C 0.511 2.643 2.982
N 0.676 1.518 2.208
C 1.958 1.414 1.955
H 3.628 2.541 2.504
H 2.012 4.082 3.773
H -0.464 2.957 3.316
H 2.411 0.649 1.341
O 2.695 -2.002 2.115
C 1.636 -1.686 2.641
N 1.563 -1.400 4.032
C 0.177 -1.194 4.443
C -0.464 -1.146 3.072
O -1.698 -0.817 2.798
N 0.411 -1.519 2.065
C -0.331 -2.400 5.259
C -0.361 -2.387 6.647
C -0.734 -3.523 7.358
C -1.083 -4.683 6.687
C -1.059 -4.702 5.298
C -0.688 -3.572 4.590
C -0.019 0.096 5.235
C -1.311 0.536 5.521
C -1.516 1.703 6.239
C -0.434 2.440 6.708
C 0.852 2.001 6.435
C 1.058 0.844 5.693
H 2.178 -1.939 4.618
H -0.100 -1.483 7.185
H -0.753 -3.494 8.441
H -1.376 -5.568 7.240
H -1.339 -5.599 4.760
H -0.679 -3.585 3.507
H -2.156 -0.037 5.161
H -2.526 2.041 6.440
H -0.596 3.348 7.277
H 1.708 2.567 6.786
H 2.061 0.522 5.448

## Properties
Gap between HOMO and LUMO (alpha / beta), eV: 4.847 / 6.630
E_HOMO (alpha / beta), eV: -2.46 / -4.25
Energy above the lowest of the compared OMol25 structures with the same formula, charge and spin, kcal per mole: 7.7
Multiplicity: 3
Charge: -1
Largest force on an atom, eV/A: 1.70

***

- Which value of charge does entry 4 give?
  +2

***

- Which formula does entry 2 have?
  C44H52CoN12O3S

***

- largest force on an atom of number 5 (CH3NOP2S)?
  3.27 eV/A